ORCA calculation (ωB97M-V with the def2-TZVPD basis set) on a 9-piece molecular cluster, H18O9 overall.

As for the maximum force: 0.36 eV/A. Its SMILES is O.O.O.O.O.O.O.O.O. Its HOMO energy is -0.4145 Eh. The total energy is -18719.091 eV. Its energy relative to the best compared isomer or geometry (same formula, charge and spin) is 70.2 kcal/mol.

Each line ends with the Löwdin charge.
Geometry (Å):
O1 -0.467108 -12.266968 12.004110  -0.05
H1 0.420373 -12.595385 12.148157  0.02
H2 -0.362392 -11.567408 11.359209  0.03
O2 2.383138 -14.936034 9.667152  -0.05
H3 2.921765 -15.449525 10.269182  0.03
H4 2.378395 -15.444474 8.856167  0.02
O3 3.091556 -18.349861 6.836877  -0.05
H5 3.996971 -18.522373 7.095143  0.03
H6 2.656854 -19.200048 6.903500  0.03
O4 4.682710 -11.194888 10.608743  -0.05
H7 3.941665 -11.171386 10.003320  0.03
H8 4.808759 -12.124724 10.797798  0.02
O5 -1.181169 -14.985874 7.068520  -0.05
H9 -0.509313 -14.702770 7.688754  0.02
H10 -1.052807 -14.425376 6.303270  0.03
O6 1.675105 -16.716751 3.357107  -0.05
H11 1.826815 -17.016215 4.253507  0.02
H12 0.759580 -16.935081 3.182841  0.03
O7 1.320208 -12.248174 5.053896  -0.05
H13 2.006834 -12.211687 5.719820  0.03
H14 1.756468 -11.982026 4.244528  0.03
O8 4.879126 -18.843993 12.615787  -0.05
H15 5.320551 -19.655375 12.866853  0.03
H16 5.500497 -18.401820 12.037334  0.03
O9 1.543067 -17.771565 14.244130  -0.05
H17 2.307291 -18.076306 13.754920  0.01
H18 1.896912 -17.478236 15.083758  0.03

Forces on atoms 1 to 3 (eV/Å):
O -0.195 -0.030 0.106
H 0.211 -0.153 0.048
H -0.024 0.176 -0.160

ORCA calculation (ωB97M-V with the def2-TZVPD basis set) on C28H48As2F3IN4NaO3S as an isolated structure.

As for the maximum force: 0.77 eV/A. Its HOMO energy is -0.1187 Eh. As for the total charge: -1. The total energy is -195100.829 eV. Its energy relative to the best compared isomer or geometry (same formula, charge and spin) is 8.6 kcal/mol.

Each line ends with the Löwdin charge.
Geometry (Å):
Na1 -0.132451 0.336213 0.896458  0.05
C1 3.453687 0.198873 1.043364  -0.11
N1 2.304893 -0.428999 1.666052  -0.26
C2 2.126989 0.090870 3.013336  -0.08
C3 2.466279 -1.881077 1.682921  -0.19
C4 1.233615 -2.602722 2.198842  -0.30
C5 1.417893 -3.660461 3.087862  -0.09
C6 0.322367 -4.333464 3.618765  -0.14
C7 -0.950582 -3.911843 3.260745  -0.14
C8 -1.100089 -2.858132 2.356338  -0.17
C9 -0.033101 -2.165808 1.757530  -0.09
H1 4.380966 0.042169 1.626245  0.09
H2 3.271896 1.269213 0.949459  0.05
H3 3.607000 -0.214058 0.044841  0.07
H4 3.038986 -0.043302 3.623145  0.09
H5 1.301094 -0.428665 3.497344  0.09
H6 1.882522 1.153359 2.968068  0.06
H7 3.348365 -2.161280 2.290639  0.11
H8 2.677094 -2.186930 0.650509  0.10
H9 2.422521 -3.961938 3.382055  0.09
H10 0.463904 -5.154532 4.313313  0.08
H11 -1.819514 -4.401873 3.695075  0.08
H12 -2.122008 -2.553780 2.116536  0.06
C10 0.579823 -3.301708 -1.282186  -0.31
As1 0.593188 -1.350782 -1.538403  1.20
C11 -0.179719 -1.354958 -3.373499  -0.30
C12 2.408691 -1.196057 -2.353410  -0.42
C13 3.138646 -2.321976 -2.735840  -0.12
C14 4.369338 -2.208936 -3.366083  -0.10
C15 4.898231 -0.952192 -3.623526  -0.10
C16 4.175348 0.173962 -3.262172  -0.13
C17 2.931474 0.070964 -2.642692  -0.44
As2 1.824805 1.648443 -2.245312  1.18
C18 3.278628 2.943683 -1.909108  -0.32
C19 1.542605 2.193152 -4.121003  -0.31
H13 0.473842 -3.844415 -2.223442  0.02
H14 -0.235970 -3.551261 -0.606753  0.00
H15 1.496149 -3.607464 -0.777825  0.02
H16 0.294192 -2.130050 -3.977417  0.02
H17 0.023106 -0.381285 -3.820289  0.00
H18 -1.259039 -1.494710 -3.359248  -0.01
H19 2.749531 -3.312151 -2.536481  0.08
H20 4.911122 -3.101189 -3.657123  0.09
H21 5.859791 -0.850791 -4.112771  0.09
H22 4.592174 1.152405 -3.475160  0.09
H23 3.834011 3.190662 -2.814903  0.01
H24 3.965869 2.549899 -1.159805  0.02
H25 2.828737 3.859688 -1.522083  0.01
H26 2.423715 1.980152 -4.727717  0.01
H27 1.336505 3.263850 -4.130974  0.02
H28 0.675354 1.682135 -4.536100  0.01
F1 -1.574452 1.692775 -2.184878  -0.10
C20 -1.799090 2.865735 -1.460083  -0.41
F2 -2.961450 3.359105 -2.102454  -0.09
F3 -0.812787 3.721188 -1.999550  -0.10
C21 -4.379201 2.194721 3.813457  -0.11
N2 -2.985978 1.869596 3.637057  0.02
C22 -2.285749 1.948940 2.453331  -0.60
N3 -2.900611 2.575797 1.422618  0.18
O1 -1.147153 1.493043 2.400957  0.00
H29 -4.601349 2.234379 4.878614  0.08
H30 -5.055357 1.467023 3.348876  0.07
H31 -4.594335 3.182430 3.401628  0.08
H32 -2.542604 1.267163 4.309009  0.13
H33 -3.897789 2.691745 1.440378  0.08
H34 -2.451034 2.527360 0.482278  0.04
C23 -3.575976 -3.273905 -1.830503  -0.13
C24 -3.297274 -2.492261 -0.554091  -0.37
S1 -2.805707 -0.777616 -0.923963  0.90
O2 -2.132508 -0.282327 0.305770  -0.55
C25 -4.470050 -0.018755 -0.904330  -0.35
C26 -5.058016 0.038904 0.497116  -0.14
H35 -3.819024 -4.310326 -1.593377  0.07
H36 -2.702891 -3.276178 -2.483720  0.06
H37 -4.415075 -2.851732 -2.388357  0.06
H38 -2.443681 -2.891218 -0.004588  0.06
H39 -4.158865 -2.483242 0.112136  0.08
H40 -5.087191 -0.571273 -1.615716  0.08
H41 -4.290839 0.982418 -1.300945  0.07
H42 -5.554998 -0.889697 0.777896  0.07
H43 -5.791372 0.843432 0.572221  0.07
H44 -4.254669 0.228232 1.212144  0.05
N4 -0.063628 4.260725 0.842622  0.19
C27 1.036574 3.532962 1.080964  -0.67
O3 1.124312 2.344519 0.828907  -0.03
C28 2.208628 4.265947 1.700607  -0.53
I1 1.805958 4.673040 3.787771  0.74
H45 -0.787243 3.822040 0.274238  0.05
H46 -0.062811 5.257674 0.955325  0.10
H47 2.397267 5.241469 1.262633  0.04
H48 3.095542 3.645264 1.699884  0.04

Forces on atoms 1 to 3 (eV/Å):
Na 0.614 -0.462 -0.063
C -0.017 -0.031 -0.015
N 0.240 0.064 0.093